Entry 1:
39
Properties=species:S:1:pos:R:3:lowdin_charge:R:1 method="wB97M-V/def2-TZVPD" e_above_lowest_kcal_mol=6.4 smiles="S=c1[nH]c(-c2ccccc2)cn1/N=C/c1cccc2ccccc12" energy_ev=-36287.8069 orbital_gap_ha=0.2745
S -1.875 3.149 1.404 0.6144
C -0.411 2.868 0.705 -0.7969
N 0.575 3.838 0.714 0.0831
C 1.775 3.240 0.390 -0.2165
C 3.118 3.810 0.410 -0.1504
C 3.329 5.197 0.658 -0.0240
C 4.643 5.701 0.728 -0.0692
C 5.730 4.832 0.471 -0.0964
C 5.528 3.497 0.165 -0.1002
C 4.250 2.999 0.170 -0.0455
C 1.469 1.969 0.021 0.0006
N 0.112 1.692 0.164 -0.0777
N -0.396 0.417 0.071 0.1352
C -1.662 0.184 0.165 -0.1094
C -2.081 -1.178 0.028 -0.1807
C -2.995 -1.378 -0.970 -0.0330
C -3.334 -2.663 -1.363 -0.0561
C -2.768 -3.768 -0.714 -0.0176
C -1.950 -3.554 0.393 -0.1833
C -1.474 -4.647 1.175 -0.0122
C -0.630 -4.439 2.296 -0.0741
C -0.315 -3.130 2.680 -0.0933
C -0.781 -2.079 1.922 -0.0236
C -1.613 -2.250 0.788 -0.1227
H 0.539 4.616 1.395 0.1584
H 2.506 5.876 0.788 0.0969
H 4.833 6.763 0.887 0.1014
H 6.750 5.236 0.500 0.1033
H 6.398 2.845 -0.088 0.1218
H 4.120 1.931 -0.070 0.1100
H 2.174 1.197 -0.259 0.1207
H -2.400 1.006 0.169 0.0703
H -3.429 -0.541 -1.518 0.1243
H -3.959 -2.864 -2.203 0.0952
H -2.985 -4.772 -1.055 0.1123
H -1.714 -5.660 0.874 0.1042
H -0.314 -5.281 2.905 0.0970
H 0.286 -2.935 3.601 0.1172
H -0.416 -1.085 2.242 0.1165

Entry 2:
49
Properties=species:S:1:pos:R:3:lowdin_charge:R:1 method="wB97M-V/def2-TZVPD" e_above_lowest_kcal_mol=58.2 energy_ev=-97765.9287 orbital_gap_ha=0.2698 charge=+1
Zn 0.302 -0.437 -0.020 0.7499
O -1.689 -2.459 -2.925 0.1265
C -1.230 -1.907 -1.954 -0.4320
N -0.379 -0.846 -1.853 0.0407
C 0.346 -0.405 -2.934 -0.4808
O 0.028 -0.384 -4.096 0.1261
C 1.744 0.040 -2.524 -0.2172
C 2.645 0.436 -3.496 0.0236
C 3.934 0.766 -3.114 -0.0163
C 4.278 0.684 -1.773 -0.0322
C 3.314 0.296 -0.862 -0.1222
N 2.066 -0.017 -1.224 0.0461
C -1.590 -2.438 -0.561 -0.1504
C -2.895 -3.083 -0.410 0.0249
C -3.397 -3.281 0.803 0.0026
C -2.630 -2.923 2.032 -0.1429
C -1.183 -2.433 1.764 -0.1649
N -0.761 -2.232 0.390 0.0832
H 2.312 0.462 -4.524 0.1312
H 4.663 1.073 -3.851 0.1220
H 5.278 0.914 -1.433 0.1163
H 3.540 0.219 0.193 0.1133
H -3.418 -3.338 -1.321 0.1240
H -4.379 -3.724 0.928 0.1274
H -2.676 -3.754 2.735 0.1516
H -0.411 -2.984 2.301 0.1551
O 1.384 0.712 1.421 -0.1957
C 1.286 0.820 2.855 -0.1927
C 0.800 -0.487 3.455 -0.1496
C -0.712 -0.653 3.622 -0.1092
C -1.519 -1.042 2.392 -0.3529
C -2.947 -1.554 2.732 -0.1509
C -4.071 -0.702 2.252 -0.0032
C -3.835 0.367 1.498 -0.0206
C -2.476 0.639 1.020 -0.0852
N -1.422 0.008 1.362 0.0853
H 1.691 1.556 1.055 -0.0424
H 0.618 1.646 3.112 0.1285
H 2.284 1.050 3.231 0.1290
H 1.243 -0.561 4.449 0.1257
H 1.226 -1.317 2.880 0.1214
H -1.140 0.264 4.041 0.1378
H -0.885 -1.436 4.364 0.1302
H -3.059 -1.697 3.809 0.1525
H -5.080 -0.960 2.552 0.1275
H -4.630 1.016 1.157 0.1124
H -2.356 1.412 0.264 0.0688
I -0.314 2.978 -1.611 0.2585
I 1.586 4.023 -0.081 0.2192

Entry 3:
75
Properties=species:S:1:pos:R:3:lowdin_charge:R:1 method="wB97M-V/def2-TZVPD" energy_ev=-93082.8104 orbital_gap_ha="0.3597 / 0.1214" multiplicity=2 s_squared=0.764
Li 0.215 -0.023 -0.056 0.6295
P -3.136 -1.885 0.640 0.3045
F -4.020 -0.497 0.587 -0.1825
F -1.756 -1.086 0.198 -0.2006
F -2.860 -1.600 2.242 -0.1757
F -2.278 -3.296 0.751 -0.1592
F -4.580 -2.612 0.991 -0.1730
F -3.438 -2.042 -0.962 -0.1692
P 3.220 2.601 -0.350 0.1509
F 2.707 2.884 -1.870 -0.1766
F 2.048 1.467 -0.150 -0.1831
F 4.314 1.553 -0.894 -0.1474
F 3.817 2.419 1.196 -0.1769
F 4.294 3.709 -0.698 -0.1471
F 2.230 3.768 0.057 -0.1437
C -0.352 -1.790 4.370 -0.0430
C -0.196 -2.772 3.183 -0.2295
O 1.076 -3.057 2.775 0.0614
C 1.674 -2.238 1.883 -0.4879
O 1.193 -1.208 1.367 0.0326
O 2.780 -2.862 1.493 0.0393
C 3.686 -2.081 0.773 -0.0432
H -0.431 -2.312 5.324 0.0706
H -1.150 -1.048 4.334 0.0609
H 0.489 -1.113 4.520 0.0625
H -0.737 -2.365 2.329 0.0786
H -0.658 -3.711 3.489 0.1383
H 4.461 -2.736 0.376 0.1081
H 4.009 -1.209 1.342 0.1092
H 3.306 -1.597 -0.126 0.0717
C -1.434 -4.065 -3.897 -0.0702
C -0.705 -3.404 -2.758 -0.1822
O 0.406 -2.782 -3.457 0.0054
C 1.072 -1.764 -2.803 -0.4561
O 0.816 -1.329 -1.642 0.0168
O 2.094 -1.383 -3.587 0.0074
C 2.967 -0.394 -3.118 -0.0407
H -0.875 -4.865 -4.382 0.0800
H -1.699 -3.400 -4.719 0.0716
H -2.342 -4.500 -3.478 0.0861
H -0.306 -4.123 -2.041 0.1390
H -1.353 -2.609 -2.390 0.0947
H 3.563 -0.678 -2.250 0.0860
H 2.350 0.483 -2.921 0.0907
H 3.641 -0.145 -3.937 0.1062
C -2.350 -0.216 -4.203 -0.0192
C -2.599 0.025 -2.687 -0.2445
O -2.553 1.348 -2.355 0.0536
C -1.530 1.927 -1.683 -0.4461
O -0.565 1.327 -1.145 -0.0008
O -1.709 3.269 -1.699 0.0182
C -0.825 4.148 -1.029 -0.0309
H -1.291 -0.108 -4.436 0.0775
H -2.936 0.417 -4.869 0.0809
H -2.644 -1.251 -4.373 0.0669
H -1.966 -0.604 -2.061 0.0812
H -3.656 -0.187 -2.525 0.1299
H -0.605 3.803 -0.019 0.0732
H -1.124 5.181 -0.852 0.1025
H 0.131 4.160 -1.552 0.0992
C 2.230 3.838 3.733 -0.0413
C 1.493 2.580 3.403 -0.1316
O 0.079 2.961 3.269 0.1383
C -0.729 2.184 2.475 -0.3400
O -0.337 1.152 1.822 0.2153
O -2.042 2.497 2.723 0.0692
C -3.143 1.812 2.107 0.0351
H 3.260 3.550 3.942 0.1016
H 1.832 4.329 4.622 0.0958
H 2.367 4.497 2.876 0.0952
H 1.531 1.988 4.318 0.1584
H 1.841 2.129 2.474 0.1167
H -3.198 0.785 2.469 0.0981
H -3.030 1.896 1.026 0.1127
H -4.056 2.263 2.497 0.1209

Entry 4:
61
Properties=species:S:1:pos:R:3:lowdin_charge:R:1 method="wB97M-V/def2-TZVPD" e_above_lowest_kcal_mol=0.0 energy_ev=-130318.3410 orbital_gap_ha="0.1781 / 0.2247" multiplicity=6 s_squared=8.797
Ru 0.205 -0.053 -0.108 1.3645
Se -4.764 3.834 4.583 1.0699
N -3.771 2.350 4.757 -0.2340
C -3.142 2.169 3.634 -0.3314
C -2.226 1.042 3.388 -0.1088
C -1.969 0.098 4.338 -0.0168
C -1.081 -0.967 4.042 -0.0708
C -0.522 -1.004 2.796 -0.1695
N -0.752 -0.096 1.825 -0.0759
C -1.608 0.965 2.103 -0.1733
C -1.844 1.928 1.103 -0.1726
N -1.191 1.785 -0.091 0.0124
C -1.392 2.674 -1.058 -0.1340
C -2.232 3.765 -0.937 -0.0618
C -2.907 3.934 0.277 -0.0133
C -2.722 3.032 1.296 -0.1058
C -3.392 3.155 2.592 -0.3359
N -4.219 4.113 2.897 -0.2348
H -2.449 0.179 5.304 0.1117
H -0.849 -1.733 4.766 0.0956
H 0.156 -1.805 2.522 0.0913
H -0.840 2.495 -1.976 0.1066
H -2.352 4.456 -1.757 0.0968
H -3.577 4.770 0.435 0.1145
F 2.803 1.383 -4.648 0.0702
C 1.742 0.757 -4.105 -0.2692
C 1.639 0.685 -2.731 -0.0414
C 0.549 0.044 -2.148 -0.1952
C -0.435 -0.528 -2.990 -0.1325
C -0.270 -0.412 -4.368 -0.2154
F -1.191 -0.931 -5.212 0.0581
C 0.801 0.222 -4.959 0.0637
C -1.601 -1.163 -2.343 -0.1925
C -2.648 -1.826 -2.985 0.0096
C -3.680 -2.352 -2.233 -0.0456
C -3.671 -2.218 -0.854 -0.0474
C -2.603 -1.562 -0.279 -0.1090
N -1.600 -1.056 -0.999 -0.0052
H 2.424 1.124 -2.134 0.0713
H 0.889 0.290 -6.033 0.1328
H -2.649 -1.924 -4.056 0.1065
H -4.494 -2.865 -2.729 0.1131
H -4.464 -2.608 -0.233 0.1083
H -2.528 -1.419 0.791 0.1034
Cl 7.181 -1.497 -0.025 0.6474
C 5.628 -0.724 0.156 -0.6687
C 5.360 0.445 -0.532 -0.0970
C 4.121 1.051 -0.382 -0.0652
C 3.134 0.501 0.435 -0.3118
C 1.775 1.114 0.577 -0.2427
C 3.448 -0.670 1.129 -0.0720
C 4.681 -1.286 0.997 -0.1117
H 6.115 0.881 -1.171 0.1067
H 3.925 1.981 -0.902 0.1118
H 1.702 2.108 0.132 0.0618
H 1.522 1.187 1.641 0.0624
H 2.713 -1.105 1.799 0.1023
H 4.911 -2.191 1.542 0.1052
O 2.477 -3.761 0.105 0.1317
N 1.553 -3.172 -0.347 -0.1410
O 0.708 -2.464 0.127 -0.0272

Entry 5:
9
Properties=species:S:1:pos:R:3:lowdin_charge:R:1 method="wB97M-V/def2-TZVPD" e_above_lowest_kcal_mol=94.5 smiles="N=C=C1CN1" energy_ev=-6151.8025 orbital_gap_ha=0.3503
N 2.217 0.990 -0.696 0.1112
C 1.481 0.082 -0.278 -0.1238
C 0.341 -0.363 0.106 -0.3317
C -1.051 -0.572 -0.202 -0.0960
N -0.590 -0.047 1.120 0.0596
H 1.470 1.703 -0.771 0.0760
H -1.579 0.177 -0.799 0.1085
H -1.381 -1.597 -0.320 0.0999
H -0.580 -0.728 1.873 0.0964

Entry 6:
13
Properties=species:S:1:pos:R:3:lowdin_charge:R:1 method="wB97M-V/def2-TZVPD" e_above_lowest_kcal_mol=29.3 smiles="CC[P@@](O)(=S)S" energy_ev=-35194.2585 orbital_gap_ha=0.3502
C 0.979 0.912 1.007 -0.1765
C 0.457 -0.523 0.813 -0.4047
P -0.117 -0.629 -0.895 0.1567
O -1.601 0.774 -0.845 -0.3273
S 1.217 -0.275 -2.267 0.2068
S -1.442 -2.335 -1.147 0.4396
H 1.899 1.118 1.475 0.0483
H 1.166 1.500 0.070 0.0548
H 0.233 1.597 1.497 0.0902
H -0.266 -0.861 1.569 0.0987
H 1.244 -1.143 0.953 0.0385
H -1.460 1.305 -1.594 -0.0362
H -2.308 -1.438 -0.636 -0.1889